# 1
C21H39Br3N2O12 | ωB97M-V with the def2-TZVPD basis set

CARTESIAN COORDINATES (ANGSTROEM)
C -0.4309 1.2539 1.9198
C -1.3363 2.0703 1.0622
C -2.1856 1.0555 0.2212
C -1.5534 0.5710 -1.0129
N -1.0635 0.1203 -1.9576
H -0.8645 1.0152 2.8779
H 0.4913 1.8112 2.1726
H -0.0896 0.3828 1.3946
H -0.7076 2.7082 0.3924
H -1.9600 2.6959 1.7366
H -3.1138 1.4422 -0.1932
H -2.4824 0.1570 0.8087
C 4.7071 0.9320 1.4097
C 5.9098 1.5994 2.1326
C 5.6722 3.1256 2.1966
C 5.7569 3.6972 0.8862
N 5.5994 4.0012 -0.2141
H 4.6653 1.1412 0.3707
H 3.7609 1.1587 1.9598
H 4.8183 -0.1408 1.6111
H 6.6972 1.2873 1.5319
H 6.1247 1.1413 3.0762
H 6.3893 3.6195 2.8350
H 4.6557 3.4545 2.4885
C -4.9890 -3.7038 0.0321
O -5.0868 -2.6377 -0.8240
C -4.1958 -2.7034 -1.8669
O -3.3950 -3.6015 -2.0221
O -4.2929 -1.6034 -2.6086
C -3.5099 -1.4929 -3.8359
H -4.0661 -4.0125 0.4899
H -5.3864 -4.6159 -0.4519
H -5.5953 -3.5135 0.9141
H -3.8047 -0.5489 -4.3895
H -3.6202 -2.4888 -4.3249
H -2.4513 -1.2736 -3.6338
C 1.8217 -1.8341 -6.0771
O 1.6133 -3.0213 -5.3342
C 0.3669 -3.1953 -4.7719
O -0.6097 -2.4978 -5.0058
O 0.4305 -4.0404 -3.7921
C -0.8361 -4.3532 -3.2319
H 2.8671 -1.8778 -6.3434
H 1.5636 -1.0001 -5.4243
H 1.0993 -1.6746 -6.9359
H -0.8693 -3.7923 -2.3498
H -0.6391 -5.4075 -2.9626
H -1.7200 -4.2432 -3.9128
C 1.5214 4.0693 5.3116
O 0.7390 4.0862 4.1519
C 1.3031 4.5803 3.0569
O 2.4565 4.5860 2.7831
O 0.3035 4.9929 2.2765
C 0.6996 5.2124 0.9208
H 2.0790 3.1378 5.3006
H 0.8717 4.0599 6.2074
H 2.1980 4.8710 5.2235
H 0.9978 4.2684 0.4701
H 1.5731 5.8770 0.7335
H -0.1667 5.4580 0.3472
C -4.0494 -2.5794 3.6789
O -2.7557 -3.0703 3.3099
C -2.2456 -2.4280 2.2618
O -2.9130 -1.6530 1.5810
O -1.0360 -2.7934 2.0472
C -0.5530 -2.5518 0.7494
H -4.0050 -1.4996 3.7371
H -4.3401 -3.0315 4.6170
H -4.7602 -2.8587 2.9131
H -0.9581 -3.3391 0.0695
H 0.4980 -2.7142 0.7768
H -0.7734 -1.5508 0.3715
C 1.6778 0.7680 -2.7691
Br 2.7002 1.3411 -4.3386
Br 2.0337 1.9042 -1.2989
Br 2.1316 -1.1520 -2.5421
H 0.6166 0.8422 -2.9905

Computed properties:
Frontier orbital gap: 10.148 eV
E_HOMO: -0.363 hartree
LUMO: 0.262 eV
Net charge: 0

# 2
C21H39BrO10P2 | ωB97M-V with the def2-TZVPD basis set

CARTESIAN COORDINATES (ANGSTROEM)
C 4.6928 3.0427 1.7462
C 3.5587 2.4570 0.8396
Br 4.2856 1.3071 -0.5760
C 2.5850 3.5579 0.2800
C 1.1823 3.1658 0.7123
C 0.4686 3.7898 1.6321
C -0.9020 3.1804 1.9262
O -1.8905 3.8172 2.0914
C -0.9144 1.6462 1.9386
C -0.1983 1.0188 1.0266
C 0.5652 1.9199 0.0537
O 0.6420 1.7001 -1.1086
H 4.4583 4.0848 2.0163
H 5.6388 2.9675 1.1926
H 4.7510 2.4552 2.6745
H 2.9617 1.7940 1.4875
H 2.8485 4.5652 0.6306
H 2.6268 3.5613 -0.8230
H 0.8474 4.6771 2.1448
H -1.4726 1.0794 2.6900
H -0.1089 -0.0672 0.9561
C 3.5098 -6.7053 3.3543
C 2.7510 -5.4484 2.9664
O 3.5972 -4.4833 2.3590
P 4.1892 -4.7711 0.8498
O 2.9346 -4.7834 0.0267
O 4.7496 -3.2740 0.4880
C 4.2327 -2.5360 -0.6169
C 3.0721 -1.6583 -0.1970
O 5.7216 -5.1108 1.4522
C 6.3489 -6.3475 1.0960
C 6.2295 -6.6761 -0.3786
H 3.7947 -7.2748 2.4639
H 2.8924 -7.3529 3.9790
H 4.4209 -6.4558 3.8998
H 1.9171 -5.6918 2.3014
H 2.3337 -4.9843 3.8609
H 3.9557 -3.2043 -1.4327
H 5.0450 -1.9071 -0.9911
H 2.3225 -2.2128 0.3711
H 2.5888 -1.2156 -1.0691
H 3.4234 -0.8549 0.4504
H 5.9326 -7.1572 1.7025
H 7.4022 -6.2558 1.3648
H 5.1836 -6.8364 -0.6671
H 6.7847 -7.5843 -0.6148
H 6.6141 -5.8564 -0.9879
C -2.8889 3.8973 -1.4981
C -3.9869 3.9561 -0.4503
O -5.2807 3.9759 -1.0410
P -5.8445 2.6180 -1.7755
O -5.9438 1.6616 -0.6229
O -7.4247 3.0302 -1.9346
C -8.4538 2.2726 -1.3055
C -8.7742 2.8180 0.0729
O -5.6043 3.2725 -3.3059
C -4.8308 2.5379 -4.2608
C -5.1913 1.0671 -4.3191
H -2.8655 2.9140 -1.9797
H -1.9108 4.0676 -1.0437
H -3.0512 4.6474 -2.2736
H -3.9008 3.1171 0.2451
H -3.8872 4.8739 0.1290
H -8.1875 1.2159 -1.2669
H -9.3402 2.3478 -1.9399
H -7.8764 2.9568 0.6754
H -9.4500 2.1460 0.6047
H -9.2496 3.7973 -0.0093
H -3.7662 2.6616 -4.0422
H -5.0130 2.9965 -5.2339
H -4.9602 0.5632 -3.3727
H -4.6316 0.5667 -5.1098
H -6.2592 0.9395 -4.5045

Computed properties:
Frontier orbital gap: 9.235 eV
SMILES: C[C@H](Br)CC1=CC(=O)C=CC1=O.CCOP(=O)(OCC)OCC.CCOP(=O)(OCC)OCC
E_HOMO: -0.361 hartree
LUMO: -0.596 eV
Net charge: 0

# 3
C21H39CaNP2 | ωB97M-V with the def2-TZVPD basis set

CARTESIAN COORDINATES (ANGSTROEM)
P 0.0512 -1.9473 -3.3980
P 0.3101 1.3237 -3.2319
C -0.2248 -0.9138 -4.9132
C 0.4764 0.4495 -4.8670
H -1.3154 -0.8085 -5.0069
H 0.1366 -1.5252 -5.7520
H 1.5585 0.3546 -5.0393
H 0.0665 1.1429 -5.6155
C -1.4060 1.9785 -3.3972
H -1.5985 2.6615 -2.5647
H -2.1414 1.1696 -3.3500
H -1.4983 2.5022 -4.3534
C 1.3210 2.8248 -3.4943
H 0.9545 3.3979 -4.3608
H 2.3640 2.5201 -3.6588
H 1.2624 3.4338 -2.5818
C -0.9891 -3.4211 -3.6532
H -0.8677 -4.0687 -2.7736
H -0.7035 -3.9635 -4.5682
H -2.0395 -3.1030 -3.7179
C 1.7620 -2.5403 -3.7127
H 2.4693 -1.7082 -3.6250
H 1.8324 -2.9814 -4.7156
H 2.0121 -3.2901 -2.9554
Ca 1.2705 -0.6653 3.8618
C 0.4695 1.3619 0.1390
C -0.8470 1.2928 -0.0885
C -1.6166 0.2894 -0.8879
C -1.9534 -1.0187 -0.1732
C -0.8242 -1.9649 0.1104
C 0.4879 -1.8801 -0.1550
C 1.1665 -0.8392 -0.9767
C 1.6000 0.4665 -0.2832
C 0.3818 -2.6014 4.7251
H 0.8110 2.1608 0.8131
H -1.4727 2.0615 0.3919
H -1.0867 -0.0158 -1.8042
H -2.5486 0.7733 -1.2362
H -2.5094 -0.7921 0.7472
H -2.6873 -1.5490 -0.7974
H -1.1645 -2.8503 0.6589
H 1.1564 -2.6691 0.2281
H 0.4736 -0.4980 -1.7644
H 2.0345 -1.2809 -1.4876
H 2.2743 0.2024 0.5529
H 2.2571 1.0213 -0.9752
H 0.7752 -2.8597 5.7231
H 0.5480 -3.4606 4.0511
H -0.7039 -2.4416 4.8151
C 2.4045 1.7089 4.9344
C 0.9667 1.7943 5.3178
C 0.3244 2.5606 6.3034
C -1.0578 2.2675 6.2094
C -1.2181 1.3373 5.1688
C -2.4641 0.7441 4.6635
N 0.0237 1.0278 4.6544
H 2.9566 0.9491 5.5253
H 2.9145 2.6655 5.1116
H 2.5289 1.5258 3.8397
H 0.8346 3.2378 6.9817
H -1.8814 2.6574 6.7980
H -2.8451 -0.0217 5.3554
H -3.2467 1.5178 4.5847
H -2.3252 0.2969 3.6701

Computed properties:
Frontier orbital gap: 6.129 eV
E_HOMO: -0.243 hartree
LUMO: -0.471 eV
Net charge: 0

# 4
C21H39Cl2F3O3 | ωB97M-V with the def2-TZVPD basis set

CARTESIAN COORDINATES (ANGSTROEM)
C -3.4007 -0.9553 1.5736
C -2.2179 -1.6362 0.8747
Cl -2.2891 -3.3861 1.2362
C -0.8846 -0.9520 1.2510
Cl 0.2825 -2.0397 2.0448
C -0.2046 -0.2941 0.0208
C 1.1330 0.3240 0.4342
O 2.2284 -0.0893 0.3344
O 0.8947 1.5760 0.9338
C -0.4359 1.9997 0.5737
C -0.8449 1.0097 -0.5128
C -2.2862 1.0689 -0.9623
O -2.4590 -0.0128 -1.8913
C -3.7148 -0.3089 -2.2451
F -4.3245 0.7151 -2.8686
F -3.6848 -1.3457 -3.0470
F -4.4884 -0.6041 -1.1828
H -3.6062 0.0344 1.1532
H -3.1876 -0.8375 2.6428
H -4.3091 -1.5527 1.4631
H -2.3167 -1.5906 -0.2144
H -1.1094 -0.2065 2.0223
H -0.1081 -1.0448 -0.7656
H -1.0890 1.9535 1.4558
H -0.3696 3.0376 0.2337
H -0.2460 1.2471 -1.4066
H -3.0211 1.0028 -0.1559
H -2.4470 2.0162 -1.4954
C -0.7030 -1.3526 -8.2337
C 0.5185 -1.5390 -7.3397
C 0.2190 -2.2919 -6.0442
C -0.7984 -1.6109 -5.1268
C -0.4302 -0.1905 -4.7035
C 0.8661 -0.1093 -3.9026
H -1.4791 -0.7653 -7.7399
H -0.4403 -0.8357 -9.1575
H -1.1378 -2.3177 -8.5030
H 0.9557 -0.5628 -7.1111
H 1.2858 -2.0892 -7.8904
H 1.1545 -2.4496 -5.5007
H -0.1544 -3.2903 -6.2932
H -0.9223 -2.2254 -4.2287
H -1.7780 -1.5935 -5.6124
H -1.2456 0.2092 -4.0979
H -0.3592 0.4585 -5.5811
H 0.8096 -0.7278 -3.0026
H 1.0777 0.9163 -3.5921
H 1.7249 -0.4532 -4.4801
C 0.5367 0.8157 4.4157
C 2.0100 1.1964 4.3127
C 2.9200 0.3143 5.1659
C 2.6390 0.3597 6.6694
C 2.7092 1.7531 7.2929
C 4.0796 2.4102 7.1659
H 0.1547 0.9275 5.4318
H -0.0735 1.4496 3.7662
H 0.4011 -0.2237 4.1119
H 2.1389 2.2474 4.5884
H 2.3283 1.1165 3.2702
H 3.9598 0.5947 4.9783
H 2.8242 -0.7217 4.8256
H 3.3583 -0.2915 7.1764
H 1.6536 -0.0696 6.8709
H 2.4456 1.6743 8.3510
H 1.9518 2.4006 6.8416
H 4.8497 1.7954 7.6371
H 4.0940 3.3890 7.6472
H 4.3622 2.5541 6.1220

Computed properties:
Frontier orbital gap: 10.900 eV
SMILES: C[C@H](Cl)[C@@H](Cl)[C@@H]1C(=O)OC[C@@H]1COC(F)(F)F.CCCCCC.CCCCCC
E_HOMO: -0.386 hartree
LUMO: 0.396 eV
Net charge: 0